Entry from the OMol25 dataset: C17H17NO5S in the gas phase (ωB97M-V/def2-TZVPD).

Results
Kohn-Sham gap ... 9.549 eV
Structure (SMILES) ... COC(=O)c1ccc(CNC(=O)COC(=O)Cc2ccsc2)cc1
Electronic energy ... -40468.7116 eV
Energy above the lowest of the compared OMol25 structures with the same formula, charge and spin ... 0.000 eV

Bonds (Å) are listed after each position.
Atoms and positions in Å:
1 H -0.897 3.909 -1.091  C30 1.080
2 H 0.229 -3.950 1.318  C17 1.072
3 C -1.808 0.819 -0.070  H13 1.080, C18 1.392, C37 1.379
4 H -0.848 2.746 -3.265  C6 1.078
5 H -2.012 -0.885 -1.361  C37 1.080
6 C -1.117 2.212 -2.368  H4 1.078, C12 1.391, C30 1.383
7 C -1.107 0.245 -6.037  H10 1.092, O11 1.419, H15 1.087, H29 1.092
8 H 0.484 2.137 1.824  N21 1.014
9 O 1.866 0.804 1.372  C35 1.208
10 H -2.056 -0.253 -6.247  C7 1.092
11 O -1.161 0.898 -4.779  C7 1.419, C20 1.342
12 C -1.421 0.856 -2.442  C6 1.391, C20 1.482, C37 1.394
13 H -2.085 0.285 0.827  C3 1.080
14 C 2.012 -2.681 1.375  C17 1.360, C27 1.498, C41 1.420
15 H -0.910 1.019 -6.774  C7 1.087
16 H 0.086 -0.160 4.485  C32 1.090
17 C 1.240 -3.771 1.625  H2 1.072, C14 1.360, S40 1.717
18 C -1.490 2.172 0.010  C3 1.392, C30 1.389, C34 1.508
19 C 3.475 -3.976 2.610  H24 1.072, S40 1.719, C41 1.355
20 C -1.377 0.105 -3.718  O11 1.342, C12 1.482, O36 1.207
21 N -0.463 2.163 2.188  H8 1.014, C26 1.346, C34 1.450
22 O 0.635 -0.614 2.598  C32 1.429, C35 1.329
23 H 2.297 -1.188 -0.143  C27 1.091
24 H 4.343 -4.329 3.130  C19 1.072
25 H 4.063 -2.046 1.867  C41 1.075
26 C -0.813 1.262 3.125  N21 1.346, C32 1.540, O39 1.210
27 C 1.566 -1.468 0.618  C14 1.498, H23 1.091, H28 1.092, C35 1.513
28 H 0.605 -1.660 0.135  C27 1.092
29 H -0.311 -0.504 -6.043  C7 1.092
30 C -1.146 2.859 -1.147  H1 1.080, C6 1.383, C18 1.389
31 H 1.260 0.994 3.753  C32 1.095
32 C 0.366 0.385 3.584  H16 1.090, O22 1.429, C26 1.540, H31 1.095
33 H -2.410 2.738 1.875  C34 1.094
34 C -1.448 2.835 1.363  C18 1.508, N21 1.450, H33 1.094, H38 1.093
35 C 1.388 -0.291 1.552  O9 1.208, O22 1.329, C27 1.513
36 O -1.516 -1.091 -3.808  C20 1.207
37 C -1.771 0.164 -1.283  C3 1.379, H5 1.080, C12 1.394
38 H -1.187 3.893 1.274  C34 1.093
39 O -1.932 1.129 3.567  C26 1.210
40 S 2.066 -4.959 2.550  C17 1.717, C19 1.719
41 C 3.305 -2.804 1.951  C14 1.420, C19 1.355, H25 1.075


Entry from the OMol25 dataset: a 4-piece molecular cluster, C28H55Cl3N3O3 overall in a non-equilibrium geometry (ωB97M-V/def2-TZVPD).

Results
Spin multiplicity ... 5
Kohn-Sham gap (spin up / spin down) ... 7.950 / 3.242 eV
Total charge ... +1
Electronic energy ... -78090.9061 eV
Expectation value of S² ... 6.02

Bonds (Å) are listed after each position.
Atoms and positions in Å:
1 C 2.690 -6.780 -3.498  C17 1.535, C26 1.567, C48 1.564, N68 1.509
2 O 3.962 -5.409 -1.897  N68 1.438
3 H -0.757 3.796 -2.977  C92 1.090
4 H 1.407 -7.697 -4.952  C48 1.090
5 H -2.211 3.719 -1.959  C92 1.090
6 C -2.068 -0.582 5.063  C53 1.603, C81 1.598, N87 1.516, C90 1.527
7 H 2.696 -7.841 -1.622  C26 1.090
8 H -2.792 6.003 -1.064  C19 1.090
9 C -2.449 1.406 3.344  H38 1.090, C40 1.472, C53 1.549, H71 1.090
10 H -2.048 -2.300 1.468  C30 1.090
11 H -2.035 4.886 -3.199  C92 1.090
12 H 3.426 -2.905 -3.628  C52 1.090
13 H -1.931 7.015 -2.136  C19 1.090
14 C -0.363 5.588 1.205  C28 1.525, C35 1.565, N61 1.548, C85 1.517
15 H 3.865 -8.472 -4.297  C17 1.090
16 H -0.006 4.036 2.808  C85 1.090
17 C 4.003 -7.467 -3.896  C1 1.535, H15 1.090, H33 1.090, H42 1.090
18 H -1.510 0.618 6.832  C81 1.090
19 C -1.825 6.491 -1.187  H8 1.090, H13 1.090, C23 1.531, C59 1.507
20 H 1.322 6.487 2.349  C35 1.090
21 C 1.183 -4.397 -4.216  H22 1.090, C45 1.521, C50 1.509, H62 1.090
22 H 1.753 -4.017 -5.064  C21 1.090
23 C -0.846 5.326 -1.354  C19 1.531, C39 1.578, N61 1.520, C92 1.546
24 H 1.221 1.677 -1.845  C70 1.090
25 H 1.241 -4.809 -0.792  C83 1.090
26 C 1.981 -7.679 -2.428  C1 1.567, H7 1.090, H27 1.090, H89 1.090
27 H 1.747 -8.697 -2.741  C26 1.090
28 C -1.418 6.688 1.149  C14 1.525, H34 1.090, H49 1.090, C59 1.513
29 H 0.245 6.087 -3.016  C39 1.090
30 C -1.176 -1.649 1.537  H10 1.090, H31 1.090, C43 1.533, H44 1.090
31 H -0.375 -2.378 1.651  C30 1.090
32 H 3.128 -2.839 -1.932  C52 1.090
33 H 4.823 -7.466 -3.177  C17 1.090
34 H -2.410 6.277 1.334  C28 1.090
35 C 1.077 6.189 1.329  C14 1.565, H20 1.090, H63 1.090, H88 1.090
36 H 0.695 0.290 1.794  C55 1.090
37 Cl 3.154 0.784 -2.960  C70 1.805
38 H -3.071 2.270 3.109  C9 1.090
39 C 0.453 5.998 -1.949  C23 1.578, H29 1.090, H56 1.090, H74 1.090
40 C -2.146 0.518 2.210  C9 1.472, H41 1.090, C43 1.567, H82 1.090
41 H -1.704 1.093 1.396  C40 1.090
42 H 4.473 -6.890 -4.692  C17 1.090
43 C -1.188 -0.629 2.682  C30 1.533, C40 1.567, C55 1.558, N87 1.505
44 H -1.019 -1.185 0.563  C30 1.090
45 C 1.954 -4.351 -2.905  C21 1.521, C52 1.540, N68 1.493, C83 1.553
46 H -1.599 4.347 2.368  C85 1.090
47 H -2.326 8.274 0.025  C59 1.090
48 C 1.872 -6.719 -4.829  C1 1.564, H4 1.090, C50 1.544, H57 1.090
49 H -1.257 7.439 1.923  C28 1.090
50 C 0.685 -5.744 -4.678  C21 1.509, C48 1.544, H54 1.090, H64 1.090
51 Cl 1.298 -0.455 -1.058  C70 1.790
52 C 2.625 -2.965 -2.891  H12 1.090, H32 1.090, C45 1.540, H67 1.090
53 C -3.020 0.596 4.535  C6 1.603, C9 1.549, H58 1.090, H78 1.090
54 H -0.037 -5.979 -3.895  C50 1.090
55 C 0.268 -0.080 2.727  H36 1.090, C43 1.558, H65 1.090, H73 1.090
56 H 0.679 6.977 -1.528  C39 1.090
57 H 2.489 -6.458 -5.688  C48 1.090
58 H -3.091 1.357 5.312  C53 1.090
59 C -1.559 7.513 -0.112  C19 1.507, C28 1.513, H47 1.090, H69 1.090
60 H -0.363 0.817 5.579  C81 1.090
61 N -0.592 4.659 -0.012  C14 1.548, C23 1.520, O86 1.461
62 H 0.296 -3.770 -4.122  C21 1.090
63 H 1.845 5.452 1.095  C35 1.090
64 H 0.021 -5.663 -5.539  C50 1.090
65 H 0.318 0.704 3.483  C55 1.090
66 H -3.415 -0.623 6.682  C90 1.090
67 H 1.810 -2.246 -2.966  C52 1.090
68 N 3.013 -5.401 -2.978  C1 1.509, O2 1.438, C45 1.493
69 H -0.596 8.010 -0.228  C59 1.090
70 C 1.447 0.751 -2.373  H24 1.090, Cl37 1.805, Cl51 1.790, Cl77 1.767
71 H -1.503 1.841 3.668  C9 1.090
72 H 0.380 -3.541 -1.617  C83 1.090
73 H 1.078 -0.760 2.991  C55 1.090
74 H 1.326 5.350 -1.878  C39 1.090
75 H -0.307 -0.661 6.497  C81 1.090
76 H -0.801 5.538 3.349  C85 1.090
77 Cl 0.221 0.552 -3.629  C70 1.767
78 H -4.036 0.205 4.476  C53 1.090
79 O -0.800 -2.509 4.274  N87 1.445
80 H -3.849 -1.817 5.446  C90 1.090
81 C -0.991 0.062 6.051  C6 1.598, H18 1.090, H60 1.090, H75 1.090
82 H -3.059 0.055 1.836  C40 1.090
83 C 0.898 -4.487 -1.775  H25 1.090, C45 1.553, H72 1.090, H91 1.090
84 H -2.404 -2.090 6.494  C90 1.090
85 C -0.649 4.863 2.507  C14 1.517, H16 1.090, H46 1.090, H76 1.090
86 O 0.330 3.528 -0.097  N61 1.461
87 N -1.664 -1.423 3.869  C6 1.516, C43 1.505, O79 1.445
88 H 1.229 7.093 0.740  C35 1.090
89 H 1.062 -7.287 -1.993  C26 1.090
90 C -3.018 -1.353 5.977  C6 1.527, H66 1.090, H80 1.090, H84 1.090
91 H 0.071 -5.143 -2.046  C83 1.090
92 C -1.476 4.386 -2.409  H3 1.090, H5 1.090, H11 1.090, C23 1.546


Entry from the OMol25 dataset: C4H7IN2 in the gas phase in a non-equilibrium geometry (ωB97M-V/def2-TZVPD).

Results
Kohn-Sham gap ... 8.837 eV
Structure (SMILES) ... N/N=C\C=C/CI
Electronic energy ... -15339.3569 eV
Energy above the lowest of the compared OMol25 structures with the same formula, charge and spin ... 2.768 eV

Bonds (Å) are listed after each position.
Atoms and positions in Å:
1 H 1.760 -1.098 -1.608  C2 1.031
2 C 1.292 -0.222 -1.329  H1 1.031, C7 1.555, C14 1.338
3 C -0.783 0.900 -0.241  N10 1.307, H12 1.152, C14 1.479
4 H 2.304 1.645 -0.372  C7 1.140
5 H -3.509 0.016 1.077  N9 1.025
6 I 4.299 -0.005 -1.211  C7 2.134
7 C 2.366 0.898 -1.232  C2 1.555, H4 1.140, I6 2.134, H13 1.066
8 H -2.423 -1.231 0.845  N9 1.007
9 N -2.524 -0.234 0.941  H5 1.025, H8 1.007, N10 1.328
10 N -1.870 0.825 0.481  C3 1.307, N9 1.328
11 H -0.324 -1.116 -1.081  C14 1.045
12 H -0.592 2.033 -0.329  C3 1.152
13 H 2.220 1.542 -2.069  C7 1.066
14 C 0.038 -0.158 -0.869  C2 1.338, C3 1.479, H11 1.045


Entry from the OMol25 dataset: C5H8N2 in the gas phase in a non-equilibrium geometry (ωB97M-V/def2-TZVPD).

Results
Kohn-Sham gap ... 9.107 eV
Structure (SMILES) ... CCc1c[nH]cn1
Electronic energy ... -8293.4616 eV
Energy above the lowest of the compared OMol25 structures with the same formula, charge and spin ... 1.535 eV

Bonds (Å) are listed after each position.
Atoms and positions in Å:
1 C -0.799 1.986 0.715  H7 1.179, C9 1.568, H10 1.115, H14 1.056
2 H 1.819 -2.193 -2.164  C13 1.088
3 N 1.610 -1.707 -0.130  H5 0.992, C13 1.383, C15 1.419
4 C -0.106 -0.272 -0.463  C9 1.458, N12 1.359, C15 1.474
5 H 2.132 -2.391 0.362  N3 0.992
6 H -1.852 1.044 -0.816  C9 1.115
7 H -1.757 2.624 0.966  C1 1.179
8 H -1.782 0.230 0.702  C9 1.069
9 C -1.147 0.658 -0.044  C1 1.568, C4 1.458, H6 1.115, H8 1.069
10 H -0.212 2.693 0.084  C1 1.115
11 H 0.445 -1.099 1.616  C15 1.038
12 N 0.252 -0.798 -1.664  C4 1.359, C13 1.320
13 C 1.360 -1.489 -1.473  H2 1.088, N3 1.383, N12 1.320
14 H -0.572 1.727 1.713  C1 1.056
15 C 0.607 -1.013 0.594  N3 1.419, C4 1.474, H11 1.038


Question: The lowest electronic energy belongs to which entry?
Answer: C28H55Cl3N3O3


Question: Which value of electronic energy does entry 3 give?
Answer: -15339.3569 eV


Question: What is the electronic energy in the fourth record?
Answer: -8293.4616 eV


Question: The highest electronic energy belongs to which entry?
Answer: C5H8N2